1.
Entry from the OMol25 dataset: a 2-piece molecular cluster, C5H17N2O overall in a non-equilibrium geometry (the ωB97M-V functional and the def2-TZVPD basis).

```
! wB97M-V def2-TZVPD RIJCOSX def2/J DEFGRID3
* xyz 1 1
N -0.2934 1.9723 0.9914
C 1.0803 2.4899 1.0020
C 1.8642 1.6931 -0.0939
N 1.2730 0.3998 -0.4076
C 1.0743 0.0523 -1.8027
C 0.3920 -1.3175 -1.9405
C -1.1157 -1.3227 -1.6777
H -0.2683 1.0660 0.4292
H -0.6291 1.7033 1.9044
H -1.0314 2.5915 0.6585
H 1.0740 3.5306 0.6969
H 1.4963 2.3560 1.9935
H 1.7634 2.3010 -1.0009
H 2.9371 1.6074 0.0468
H 1.6897 -0.3642 0.0998
H 1.9963 0.0036 -2.3669
H 0.5299 0.8321 -2.3567
H 0.9785 -1.9327 -1.2752
H 0.6675 -1.7210 -2.9070
H -1.5229 -0.4174 -2.1288
H -1.2923 -1.3967 -0.6095
H -1.5212 -2.2326 -2.1103
H -4.3585 -3.9388 3.8069
H -2.9675 -4.1971 4.4717
O -3.8163 -3.7580 4.5766
*
```

Results
E	-385.19408	a.u.
orbital gap	0.3697	Ha

=====

2.
Entry from the OMol25 dataset: a 2-piece molecular cluster, C5H17N2O overall in a non-equilibrium geometry (the ωB97M-V functional and the def2-TZVPD basis).

```
! wB97M-V def2-TZVPD RIJCOSX def2/J DEFGRID3
* xyz 1 1
N -1.0574 0.7243 1.1778
C -0.9787 -0.6074 0.4667
C -2.4098 -0.9330 -0.0435
C 0.0836 -0.5789 -0.6362
N 1.1965 0.2908 -0.3668
C 1.7637 1.0635 -1.4726
C 2.5658 0.3316 -2.5164
H -1.5195 0.6323 2.0930
H -0.1065 1.0783 1.3459
H -1.5169 1.4315 0.6074
H -0.6765 -1.3592 1.1972
H -2.5281 -2.0105 -0.0063
H -2.4836 -0.5741 -1.0651
H -3.1581 -0.3901 0.5299
H 0.2609 -1.6403 -0.8999
H -0.4772 -0.2739 -1.5303
H 1.9378 -0.3335 -0.0709
H 1.1616 1.8030 -1.9890
H 2.3876 1.7802 -0.9015
H 3.5224 0.7796 -2.7787
H 2.0453 0.0091 -3.4103
H 3.0142 -0.5891 -2.1022
H -0.4100 0.1764 4.4801
H -1.5085 -0.8258 4.0514
O -1.1086 0.0150 3.8402
*
```

Results
E	-385.20608	a.u.
orbital gap	0.3821	Ha

=====

3.
Entry from the OMol25 dataset: a 2-piece molecular cluster, C5H17N2O overall in a non-equilibrium geometry (the ωB97M-V functional and the def2-TZVPD basis).

```
! wB97M-V def2-TZVPD RIJCOSX def2/J DEFGRID3
* xyz 1 1
C 1.0005 0.6515 -1.7797
C -0.3353 1.4025 -2.2539
C -0.1857 2.9373 -2.0777
N 0.6081 -0.8424 -1.6482
H 1.8883 0.8064 -2.3867
H 1.2044 1.0723 -0.7775
H -1.2053 0.9609 -1.7354
H -0.4779 1.1728 -3.3378
H 0.0020 3.0353 -0.9909
H 0.7145 3.1681 -2.6280
H -1.1105 3.4365 -2.3474
H -0.0926 -0.9376 -0.8817
H 0.1430 -1.1963 -2.5112
H 1.4265 -1.4490 -1.4197
C -0.1595 -1.4463 3.8353
N -0.5081 -0.6673 2.6222
C -0.1842 -1.3995 1.4188
O -1.1656 -1.1830 0.3812
H -0.6709 -2.4086 3.7433
H -0.4904 -0.9956 4.7233
H 0.9395 -1.7231 3.8239
H 0.0229 0.1995 2.6964
H 0.8539 -1.1490 1.0842
H -0.2603 -2.5152 1.5839
H -1.9572 -0.9303 0.8631
*
```

Results
E	-385.18467	a.u.
orbital gap	0.3635	Ha

=====

4.
Entry from the OMol25 dataset: a 2-piece molecular cluster, C5H17N2O overall in a non-equilibrium geometry (the ωB97M-V functional and the def2-TZVPD basis).

```
! wB97M-V def2-TZVPD RIJCOSX def2/J DEFGRID3
* xyz 1 1
C -1.3151 -2.1856 0.9772
C -0.5396 -0.9376 0.6863
C -0.7264 0.2240 1.6539
C 0.2685 1.4042 1.5430
C 1.1155 2.5572 -0.4430
N 1.1236 1.3698 0.3533
N -0.7524 -0.4379 -0.7621
H -2.2712 -2.2118 0.4625
H -1.6476 -2.2819 2.0245
H -0.7291 -3.0972 0.8403
H 0.5052 -1.2782 0.7125
H -0.6348 -0.1681 2.6700
H -1.7381 0.6111 1.5227
H -0.2330 2.3851 1.5188
H 0.9018 1.5253 2.4309
H 1.3483 3.4924 0.0935
H 1.7344 2.4234 -1.3260
H 0.1177 2.8757 -0.8529
H 1.6807 0.5788 0.0952
H -0.3443 0.5239 -0.7122
H -1.7539 -0.3329 -0.9622
H -0.2735 -1.0510 -1.4288
H 1.3842 -1.2975 -3.5986
H 0.0863 -2.1131 -3.4227
O 0.7606 -1.6375 -2.9341
*
```

Results
E	-385.19795	a.u.
orbital gap	0.3418	Ha

=====

5.
Entry from the OMol25 dataset: C5H17N2O as an isolated structure in a non-equilibrium geometry (the ωB97M-V functional and the def2-TZVPD basis).

```
! wB97M-V def2-TZVPD RIJCOSX def2/J DEFGRID3
* xyz 1 1
C 1.8664 -0.5311 1.5428
C 0.8865 0.4237 0.8426
C -0.4882 0.4112 1.5615
C -1.5658 -0.3962 0.7830
C -3.1375 -0.2978 -1.1502
N -1.9592 0.2345 -0.4473
N 0.8988 -0.8592 -1.2933
H 2.5435 -0.8417 0.7386
H 1.2700 -1.4365 1.7386
H 2.3616 -0.1852 2.4628
H 1.3133 1.4804 0.8103
H -0.7150 1.4732 1.8073
H -0.4205 -0.0638 2.5449
H -1.0608 -1.3928 0.5711
H -2.4782 -0.6141 1.3139
H -4.0440 0.2972 -0.9355
H -2.8950 -0.2030 -2.2294
H -3.2985 -1.3440 -0.9144
H -1.1953 0.3414 -1.1319
H 0.5712 -0.1051 -0.3509
H 1.2343 -1.7744 -1.0331
H 1.6769 -0.4310 -1.7914
H 2.3014 2.1433 -1.3171
H 3.5293 2.1059 -2.2281
O 2.8047 1.5651 -1.8947
*
```

Results
E	-385.02323	a.u.
orbital gap	0.1864	Ha

=====

6.
Entry from the OMol25 dataset: a 3-piece molecular cluster, C5H17N2O3 overall in a non-equilibrium geometry (the ωB97M-V functional and the def2-TZVPD basis).

```
! wB97M-V def2-TZVPD RIJCOSX def2/J DEFGRID3
* xyz -1 1
C 1.9955 0.1770 -0.1710
N 1.6451 1.4677 0.3906
C 0.6222 2.2116 -0.2857
C -0.7293 2.2349 0.4915
C -1.9670 1.6781 -0.2782
O -1.5438 0.8682 -1.3522
C 1.2131 -1.0314 0.4320
N -0.1652 -1.2248 0.0015
H 3.0397 -0.0470 0.0683
H 1.7343 0.1342 -1.2695
H 1.4665 1.3319 1.3737
H 0.3068 1.9265 -1.2696
H 1.0857 3.2176 -0.4152
H -1.0043 3.2222 0.9462
H -0.5530 1.5288 1.3058
H -2.6892 1.2159 0.4361
H -2.4377 2.4457 -0.9407
H 1.7205 -2.0057 0.2564
H 1.3175 -0.9547 1.5235
H -0.6865 -0.4801 0.4713
H -1.1458 -0.0190 -1.0818
H -0.0067 -3.5541 -0.7819
H 1.2414 -2.9893 -1.4130
O 0.7840 -3.8224 -1.2725
H -2.3832 -2.0763 1.0474
H -0.9503 -2.5485 0.8346
O -1.9102 -2.9069 0.9522
*
```

Results
E	-535.88811	a.u.
orbital gap	0.2500	Ha